The following is a quantum chemistry calculation of a single C5H6O molecule, from OMol25.

Each line ends with the Mulliken charge.
Geometry (Å):
C  1.658  0.484  -0.057  -0.277
C  1.540  -0.756  0.084  -0.156
C  0.209  -1.343  0.306  -0.514
C  -0.041  0.150  0.398  0.246
C  -1.152  0.756  -0.561  -0.348
O  -2.145  0.519  0.247  -0.687
H  2.123  1.438  -0.236  0.389
H  0.083  -1.936  1.210  0.252
H  -0.218  -1.814  -0.578  0.230
H  -0.102  0.506  1.427  0.383
H  -1.080  0.192  -1.526  0.239
H  -0.889  1.819  -0.786  0.243

Summary:
Spin multiplicity ... 1
Energy relative to the best compared isomer or geometry (same formula, charge and spin) ... 141.9 kcal per mole
DFT total energy ... -269.12005 a.u.